Record 1
Formula: C20H25N3O4S
Source: the OMol25 dataset
Level of theory: wB97M-V/def2-TZVPD

The value obtained for the gap between HOMO and LUMO is 8.2 eV. As for the energy above the lowest of the compared OMol25 structures with the same formula, charge and spin: 50.41 kcal per mole. The SMILES is CCN(CCCNS(=O)(=O)c1ccc2c(c1)oc(=O)n2C)c1cccc(C)c1.

XYZ file:
```
53
C20H25N3O4S | the OMol25 dataset | wB97M-V/def2-TZVPD
S -0.2083 -0.4146 0.9546
O 4.3573 1.6498 -0.4021
O -0.6254 -1.7318 1.3610
O 6.5817 1.7020 -0.8676
O -0.4921 0.6756 1.8383
N -0.7953 0.0185 -0.5332
N 5.5148 -0.2436 -0.2477
N -3.9084 -1.0592 -0.5694
C -3.7704 3.1325 -0.4568
C 3.5017 0.6594 -0.0219
C -4.1888 1.0878 -1.6530
C -3.9930 -1.7801 0.6905
C 3.5923 -1.7263 0.4496
C -3.4425 2.4088 0.6798
C 2.1529 0.7268 0.2418
C 6.6402 -1.1358 -0.2846
C -4.1484 2.4656 -1.6114
C 4.2159 -0.5479 0.0799
C 1.5449 -0.4636 0.6108
C -2.9917 3.0769 1.9414
C 5.5987 1.1041 -0.5420
C 2.2316 -1.6597 0.7147
C -3.2623 -1.7402 -1.6695
C -3.8525 0.3304 -0.5229
C -0.7869 -0.9769 -1.5812
C -3.4981 1.0215 0.6410
C -1.7884 -2.1295 -1.4381
C -4.6235 -3.1600 0.5215
H 6.8099 -1.5752 0.6996
H 1.6782 -2.5354 1.0142
H -3.7318 4.2115 -0.4428
H 0.2268 -1.3904 -1.5881
H -3.0159 -1.8838 1.1829
H 4.1379 -2.6520 0.5306
H -3.3176 -1.1049 -2.5546
H -0.9503 -0.4536 -2.5288
H 6.4722 -1.9311 -1.0126
H -3.9478 -3.8540 0.0291
H -3.7401 2.9555 2.7242
H -1.6661 -2.5734 -0.4515
H -3.8260 -2.6525 -1.8848
H -2.8241 4.1395 1.7844
H -5.5432 -3.0880 -0.0547
H -4.6420 -1.1899 1.3422
H -3.2134 0.4813 1.5301
H -1.5244 -2.8824 -2.1840
H -1.6591 0.5434 -0.4445
H 1.5832 1.6373 0.1807
H -4.8609 -3.5625 1.5029
H 7.5100 -0.5497 -0.5780
H -4.5053 0.5949 -2.5598
H -2.0682 2.6121 2.2847
H -4.4189 3.0300 -2.4924
```

---

Record 2
Formula: C6H12O
Source: the OMol25 dataset
Level of theory: wB97M-V/def2-TZVPD

The value obtained for the gap between HOMO and LUMO is 10.5 eV. As for the energy above the lowest of the compared OMol25 structures with the same formula, charge and spin: 23.80 kcal per mole. The SMILES is CC[C@H]1C[C@]1(C)O.

XYZ file:
```
19
C6H12O | the OMol25 dataset | wB97M-V/def2-TZVPD
O 1.0013 -1.2688 -1.8171
C -1.2174 0.7170 0.5777
C 1.7280 -0.3234 0.3109
C -0.6182 0.2541 -0.7381
C 0.7929 -0.2497 -0.8713
C 0.4253 1.0616 -1.4823
C -1.4084 -0.4097 1.5981
H -1.7637 -1.3295 1.1192
H 0.6926 -2.0930 -1.4180
H 0.3724 1.0890 -2.5669
H -2.1914 1.1719 0.3643
H -0.6017 1.5164 1.0134
H -0.4717 -0.6528 2.1081
H -1.3185 -0.2722 -1.3870
H -2.1382 -0.1308 2.3655
H 2.7644 -0.3031 -0.0397
H 1.5741 -1.2559 0.8692
H 1.5779 0.5114 1.0034
H 0.8002 1.9676 -1.0092
```

---

Record 3
Formula: C2H6OSi
Source: the OMol25 dataset
Level of theory: wB97M-V/def2-TZVPD

Its spin multiplicity is 3. The value obtained for the gap between HOMO and LUMO (alpha / beta) is 6.9 / 9.2 eV. As for the expectation value of S²: 2.004. As for the energy above the lowest of the compared OMol25 structures with the same formula, charge and spin: 0.00 kcal per mole.

XYZ file:
```
10
C2H6OSi | the OMol25 dataset | wB97M-V/def2-TZVPD
Si -0.3419 -0.1055 0.4386
O 0.5538 -1.4402 -0.0013
C -1.1284 1.0281 -0.9110
C 1.7091 -0.8392 0.6811
H -1.0498 2.0049 -0.4440
H -2.1877 0.6384 -1.0540
H -0.6263 1.1103 -1.9618
H 2.3562 -0.2421 0.1910
H 1.9717 -1.4083 1.6826
H -1.2567 -0.7464 1.3789
```

---

Record 4
Formula: C26H60FN6O7Pd
Source: the OMol25 dataset
Level of theory: wB97M-V/def2-TZVPD

Its spin multiplicity is 3. The value obtained for the gap between HOMO and LUMO (alpha / beta) is 4.7 / 3.3 eV. As for the expectation value of S²: 2.003. As for the energy above the lowest of the compared OMol25 structures with the same formula, charge and spin: 172.85 kcal per mole. The total charge is +1.

XYZ file:
```
101
C26H60FN6O7Pd | the OMol25 dataset | wB97M-V/def2-TZVPD
Pd 2.4811 -1.8257 -1.9136
F -0.4924 -0.0918 -0.3059
O -7.4801 -2.1365 -2.9726
O -0.1998 -2.4262 -5.0328
O -1.9094 -2.5891 7.2284
O -0.2756 -7.6093 1.5225
O 7.3161 4.1270 1.1748
O 0.8551 12.3472 -1.7805
O 1.1154 11.3088 -3.6103
N 0.8000 11.3057 -2.4546
N -2.1197 -0.2263 5.6173
N 1.1031 -0.0142 -5.3931
N 1.8090 -5.8422 1.2040
N 5.6328 1.8864 0.2515
N -5.8995 0.7655 -1.1961
C 5.9077 4.0669 1.5563
C 2.0375 -7.2505 0.9460
C 0.2673 8.6863 0.1847
C 0.4587 9.8797 -0.4303
C -6.5043 -1.0318 -2.8113
C 0.5056 10.0121 -1.8167
C 3.4940 -7.5212 1.3545
C 1.0305 -8.1126 1.7241
C -6.9505 -0.2278 -1.4956
C 5.4388 2.5707 1.5488
C -0.3540 0.6832 -7.1682
C -1.2935 -8.5698 1.7338
C 6.0828 1.7043 2.6841
C 0.2180 7.5381 -0.6273
C -1.3685 -1.2910 7.6304
C -0.2102 -0.1799 -5.9238
C 0.3744 7.5757 -1.9860
C -0.5818 -1.7013 -6.2050
C 7.8100 5.4265 0.8231
C -0.1635 -3.8706 -5.2819
C -8.2335 0.5786 -1.6366
C 0.5483 8.8539 -2.5811
C -0.9580 -0.3789 6.5047
C -0.5891 1.0562 6.9517
C -1.0397 -3.5380 6.8033
C -6.9440 -3.2624 -3.6781
H 0.0724 1.0798 7.8178
H -0.5976 -4.5019 -4.5066
H 6.5644 1.5040 0.3284
H -6.0729 -3.7517 -3.2423
H -0.7504 -4.0486 -6.1830
H 7.1650 1.6198 2.5856
H -5.4602 -1.3195 -2.6878
H 0.4570 10.7623 0.1920
H 0.2067 0.2741 -8.0087
H -8.2380 1.0040 -2.6401
H 0.3532 6.6935 -2.6087
H -1.6179 -1.8702 -6.4983
H -6.5077 -0.3994 -3.6991
H -1.4068 0.7716 -7.4365
H -7.1114 -0.9511 -0.6962
H 1.3066 -8.0928 2.7783
H -5.8961 0.9077 -0.1962
H -1.8633 -0.3165 4.6446
H -2.0614 -0.7385 8.2650
H -8.2833 1.3938 -0.9148
H 5.8126 0.6520 2.7723
H 0.8664 -4.2075 -5.3994
H 5.8727 2.6524 -0.3615
H 5.8880 2.2017 3.6342
H 3.7686 -8.5203 1.0161
H 0.0947 8.7916 1.2456
H -6.7230 -2.9895 -4.7099
H -1.4195 1.7057 7.2284
H -2.2332 -8.0690 1.5013
H -0.3888 -3.8382 7.6244
H 8.7297 5.3257 0.2469
H -9.0946 -0.0669 -1.4637
H -4.9958 0.3274 -1.3038
H -2.5640 -1.1079 5.8306
H 1.9098 -7.4185 -0.1233
H 5.4375 4.7041 0.8073
H -0.4980 -1.3712 8.2816
H -0.9289 0.3143 -5.2701
H 8.0500 5.9965 1.7207
H -0.1725 -0.9026 5.9599
H -0.4286 -3.3166 5.9283
H -1.5635 -4.4694 6.5883
H 7.0513 5.8811 0.1861
H 3.6938 -7.5432 2.4258
H 1.1379 -9.1433 1.3861
H 5.7696 4.6030 2.4952
H 0.0830 6.5699 -0.1683
H 0.0827 -2.1109 -6.9658
H 0.6447 8.8957 -3.6559
H 4.1440 -6.7854 0.8810
H 1.3406 0.9658 -5.3358
H 2.2597 -5.6234 2.0810
H -1.2838 -9.5527 1.2627
H -1.3862 -8.8240 2.7897
H 0.1560 1.6235 -6.9589
H -0.1456 1.5668 6.0969
H 0.8633 -5.9350 1.5461
H 4.3595 2.4866 1.6757
H -7.8059 -3.9289 -3.7117
H 1.6388 -0.2353 -6.2203
```

---

Record 5
Formula: C13H20Br6O7
Source: the OMol25 dataset
Level of theory: wB97M-V/def2-TZVPD

The value obtained for the gap between HOMO and LUMO is 8.9 eV. As for the energy above the lowest of the compared OMol25 structures with the same formula, charge and spin: 51.59 kcal per mole.

XYZ file:
```
46
C13H20Br6O7 | the OMol25 dataset | wB97M-V/def2-TZVPD
Br -1.3387 -7.0693 -3.5442
Br -0.4125 -4.8071 -1.2651
Br -1.8182 0.9547 -2.3750
Br -3.5459 -1.5911 -1.2540
Br -2.0480 -1.7362 -4.1108
Br -3.5217 -5.3945 -1.6145
O 3.8544 -3.9124 -2.4802
O 0.3808 0.6685 1.5181
O 0.9132 0.5871 -0.7332
O -1.0634 6.5978 1.1819
O -2.2692 4.6954 1.0717
O -3.4116 6.7036 1.1501
O 0.0898 -1.1428 0.3508
C -0.7047 3.2319 0.0847
C 4.1160 -3.0090 -0.3184
C 0.4968 0.0716 0.3298
C -1.9482 -1.0244 -2.2606
C -1.7805 -5.3486 -2.5466
C -2.3507 6.0248 1.0887
C -0.8295 0.4011 3.4635
C 3.6343 -2.9347 -1.7951
C -0.9347 4.2806 1.2433
C 0.1848 -0.2839 2.5385
C -0.0821 5.6302 1.0693
C -0.3381 -1.4524 1.6656
C 2.7936 -1.7840 -2.1607
H -1.4259 -1.5053 1.7082
H 0.3676 3.0472 0.0193
H 0.0490 -2.3886 2.0678
H 0.5630 5.6259 1.9479
H 5.1696 -2.7371 -0.2536
H -1.5826 1.0916 3.0837
H -0.4418 1.0358 4.2603
H 2.8891 -1.6639 -3.2398
H 2.9898 -0.8760 -1.5905
H -1.8161 -4.6336 -3.3686
H 0.4787 5.5387 0.1392
H -0.7384 3.8651 2.2317
H 3.4602 -2.3518 0.2526
H 3.8315 -3.9809 0.0849
H 1.1867 -0.4320 2.9415
H -1.2911 2.3139 0.1229
H 1.7642 -2.0972 -1.9862
H -0.9896 3.6309 -0.8888
H -1.4471 -0.3449 3.9635
H -1.0830 -1.4948 -1.7935
```

---

Record 6
Formula: C12H14F5N3O2P2S
Source: the OMol25 dataset
Level of theory: wB97M-V/def2-TZVPD

The value obtained for the gap between HOMO and LUMO is 9.1 eV. The SMILES is N=[PH2]PS(=O)(=O)C(F)(F)C(F)(F)F.c1ccncc1.c1ccncc1.

XYZ file:
```
39
C12H14F5N3O2P2S | the OMol25 dataset | wB97M-V/def2-TZVPD
S -0.4610 1.6700 2.0353
P 2.6954 0.7702 1.2865
P 0.7255 1.0736 0.3223
F -2.9661 -0.3369 3.0162
F -2.1818 1.3533 0.0504
F -1.6178 -1.0891 1.4873
F -3.6551 -0.5651 0.9837
F -3.0355 2.0839 1.9354
O -0.2099 0.8392 3.1709
O -0.5017 3.1010 2.1451
N 5.8295 -1.1141 0.3739
N 2.6386 -0.2345 2.4732
N -6.6711 0.2816 -3.3963
C 5.8855 -0.6063 -0.8574
C -2.1750 1.2116 1.4014
C 7.0114 -0.6537 -1.6638
C -8.0505 -0.5848 -1.6395
C 8.1171 -1.7865 0.1142
C -7.0985 -0.2411 -0.6934
C -2.6068 -0.2340 1.7466
C -7.7889 -0.3030 -2.9723
C -5.7664 0.6063 -2.4758
C 6.9366 -1.6923 0.8355
C -5.9291 0.3677 -1.1190
C 8.1548 -1.2567 -1.1646
H -8.5106 -0.5584 -3.7406
H 4.9813 -0.1353 -1.2288
H -8.9785 -1.0614 -1.3543
H -4.8640 1.0813 -2.8458
H 9.0561 -1.3126 -1.7610
H 8.9824 -2.2675 0.5486
H 6.9897 -0.2259 -2.6566
H 6.8709 -2.1033 1.8368
H -7.2640 -0.4449 0.3568
H -5.1596 0.6568 -0.4195
H 3.1685 -1.0801 2.2784
H 0.8122 2.3695 -0.2220
H 3.4561 0.3804 0.1750
H 3.1804 2.0410 1.6373
```